Entry 1:
This record from the OMol25 dataset describes C31H26F4N8RuS as an isolated structure in a non-equilibrium geometry. The level of theory is the ωB97M-V functional and the def2-TZVPD basis.

## Properties
HOMO energy (spin up / spin down): -15.67 / -17.36 eV
orbital gap (spin up / spin down): 4.5 / 5.0 eV
total energy: -2526.26871 a.u.
multiplicity: 6
total charge: +3

Element x y z (Å)
Ru1 -0.600 -0.177 0.960
C1 -1.886 1.391 3.704
C2 -1.424 0.086 3.127
C3 -0.078 -0.361 3.375
C4 0.938 0.598 3.917
C5 0.218 -1.752 3.316
C6 1.472 -2.288 3.912
C7 -0.729 -2.657 2.756
C8 -0.409 -4.103 2.656
C9 -2.044 -2.215 2.434
C10 -3.107 -3.183 2.049
C11 -2.408 -0.864 2.677
C12 -3.852 -0.493 2.660
H1 -2.397 1.183 4.646
H2 -2.600 1.905 3.066
H3 -1.076 2.073 3.932
H4 0.793 0.720 4.995
H5 0.849 1.585 3.467
H6 1.954 0.248 3.754
H7 2.226 -2.471 3.142
H8 1.282 -3.234 4.417
H9 1.892 -1.606 4.644
H10 -0.903 -4.639 3.475
H11 0.653 -4.309 2.721
H12 -0.790 -4.536 1.732
H13 -3.961 -3.102 2.723
H14 -2.768 -4.211 2.056
H15 -3.481 -2.963 1.047
H16 -4.389 -0.964 1.842
H17 -4.019 0.577 2.618
H18 -4.308 -0.856 3.586
F1 -0.089 -1.711 -4.217
C13 1.180 -1.321 -4.198
C14 1.853 -1.066 -5.386
F2 1.211 -1.225 -6.527
C15 3.200 -0.613 -5.397
C16 3.816 -0.423 -4.129
C17 3.130 -0.672 -2.959
F3 3.690 -0.386 -1.772
C18 1.803 -1.139 -2.948
C19 1.109 -1.279 -1.709
C20 1.567 -1.049 -0.412
N1 1.552 -0.822 0.735
C21 -0.249 -1.427 -1.432
N2 -1.230 -1.419 -0.797
F4 5.056 0.034 -4.042
C22 3.872 -0.309 -6.616
C23 5.171 0.212 -6.667
N3 6.230 0.650 -6.716
C24 3.287 -0.448 -7.882
N4 2.817 -0.534 -8.925
N5 2.177 3.881 -1.523
C25 2.150 2.680 -0.977
N6 3.188 2.189 -0.327
S1 0.708 1.753 -1.136
H19 3.004 4.464 -1.502
H20 1.372 4.245 -2.010
H21 4.067 2.685 -0.278
H22 3.168 1.260 0.063
N7 -4.273 5.320 -2.105
C26 -3.810 4.436 -1.549
C27 -3.212 3.345 -0.862
C28 -3.636 2.031 -1.071
C29 -2.970 1.001 -0.429
N8 -1.941 1.228 0.386
C30 -1.559 2.487 0.629
C31 -2.158 3.576 0.028
H23 -4.459 1.813 -1.733
H24 -3.282 -0.027 -0.578
H25 -0.737 2.615 1.333
H26 -1.822 4.580 0.232

Charges per atom according to Mulliken partitioning, unit e: number 1, Ru, carries 0.22; number 2, C, carries -1.92; number 3, C, carries -0.67; number 4, C, carries 1.72; number 5, C, carries -2.62; number 6, C, carries 0.95; number 7, C, carries -2.41; number 8, C, carries 1.50; number 9, C, carries -2.70; number 10, C, carries 0.75; number 11, C, carries -1.89; number 12, C, carries 2.11; number 13, C, carries -2.12; number 14, H, carries 0.40; number 15, H, carries 0.44; number 16, H, carries 0.45; number 17, H, carries 0.42; number 18, H, carries 0.50; number 19, H, carries 0.61; number 20, H, carries 0.44; number 21, H, carries 0.52; number 22, H, carries 0.44; number 23, H, carries 0.48; number 24, H, carries 0.53; number 25, H, carries 0.58; number 26, H, carries 0.43; number 27, H, carries 0.49; number 28, H, carries 0.38; number 29, H, carries 0.59; number 30, H, carries 0.37; number 31, H, carries 0.44; number 32, F, carries -0.28; number 33, C, carries 0.43; number 34, C, carries 0.17; number 35, F, carries -0.25; number 36, C, carries 0.47; number 37, C, carries 0.36; number 38, C, carries 0.10; number 39, F, carries -0.37; number 40, C, carries 0.19; number 41, C, carries 0.94; number 42, C, carries 0.37; number 43, N, carries -0.57; number 44, C, carries -0.03; number 45, N, carries -0.51; number 46, F, carries -0.27; number 47, C, carries 0.72; number 48, C, carries -0.10; number 49, N, carries -0.36; number 50, C, carries -0.05; number 51, N, carries -0.35; number 52, N, carries -0.41; number 53, C, carries 0.78; number 54, N, carries -0.29; number 55, S, carries -0.40; number 56, H, carries 0.22; number 57, H, carries 0.22; number 58, H, carries 0.23; number 59, H, carries 0.13; number 60, N, carries -0.29; number 61, C, carries -0.47; number 62, C, carries 0.58; number 63, C, carries -0.81; number 64, C, carries -0.63; number 65, N, carries 0.82; number 66, C, carries -0.37; number 67, C, carries -0.66; number 68, H, carries 0.58; number 69, H, carries 0.57; number 70, H, carries 0.52; number 71, H, carries 0.63



Entry 2:
This record from the OMol25 dataset describes C31H26F5N3O4STi as an isolated structure. The level of theory is the ωB97M-V functional and the def2-TZVPD basis.

## Properties
HOMO energy (spin up / spin down): -3.82 / -4.99 eV
orbital gap (spin up / spin down): 6.0 / 7.2 eV
total energy: -3409.33128 a.u.
multiplicity: 2
energy relative to the best compared isomer or geometry (same formula, charge and spin): 0.0 kJ/mol
total charge: -1

Element x y z (Å)
Ti1 0.045 0.150 0.709
O1 -2.958 1.048 -3.887
C1 -3.330 -0.188 -3.515
C2 -4.326 -0.827 -4.257
C3 -4.744 -2.099 -3.916
C4 -4.185 -2.766 -2.829
C5 -3.205 -2.134 -2.088
C6 -2.766 -0.850 -2.412
C7 -1.741 -0.210 -1.553
O2 -1.373 -0.819 -0.491
N1 -1.322 0.987 -1.906
N2 -0.456 1.496 -0.948
C8 -0.095 2.712 -1.127
C9 0.695 3.483 -0.189
C10 1.066 4.784 -0.556
C11 1.770 5.609 0.295
C12 2.107 5.130 1.565
C13 1.755 3.858 1.958
C14 1.052 2.992 1.094
O3 0.765 1.790 1.492
H1 -2.247 1.332 -3.249
H2 -4.750 -0.299 -5.101
H3 -5.516 -2.580 -4.507
H4 -4.510 -3.764 -2.568
H5 -2.747 -2.615 -1.233
H6 -0.438 3.220 -2.029
H7 0.782 5.138 -1.542
H8 2.051 6.608 -0.013
H9 2.656 5.764 2.252
H10 2.023 3.473 2.933
F1 0.900 -1.000 3.417
C15 0.027 -1.413 2.411
F2 -1.217 -1.523 3.085
C16 0.401 -2.875 2.177
F3 1.674 -2.999 1.771
F4 -0.385 -3.426 1.229
F5 0.276 -3.652 3.276
N3 1.600 -0.567 -0.136
C17 2.782 -0.849 -0.463
C18 3.921 0.027 -0.030
C19 3.796 1.406 -0.168
C20 4.783 2.261 0.294
C21 5.915 1.743 0.910
C22 6.051 0.369 1.053
C23 5.065 -0.484 0.579
C24 3.083 -2.059 -1.306
C25 4.294 -2.234 -1.973
C26 4.509 -3.348 -2.775
C27 3.517 -4.305 -2.921
C28 2.301 -4.133 -2.268
C29 2.086 -3.022 -1.474
H11 2.903 1.800 -0.636
H12 4.657 3.332 0.187
H13 6.686 2.408 1.283
H14 6.926 -0.041 1.543
H15 5.169 -1.555 0.705
H16 5.072 -1.487 -1.878
H17 5.456 -3.465 -3.289
H18 3.686 -5.176 -3.543
H19 1.516 -4.871 -2.382
H20 1.140 -2.867 -0.973
C30 -4.350 0.909 0.702
S1 -3.126 -0.026 1.609
C31 -3.807 0.184 3.244
O4 -1.917 0.879 1.622
H21 -5.313 0.400 0.769
H22 -4.028 0.941 -0.337
H23 -4.400 1.918 1.112
H24 -4.774 -0.318 3.300
H25 -3.898 1.249 3.457
H26 -3.103 -0.283 3.929

Charges per atom according to Mulliken partitioning, unit e: number 1, Ti, carries -0.24; number 2, O, carries -0.69; number 3, C, carries 0.36; number 4, C, carries -0.69; number 5, C, carries -0.31; number 6, C, carries -0.99; number 7, C, carries -0.47; number 8, C, carries 0.55; number 9, C, carries 0.70; number 10, O, carries -0.59; number 11, N, carries -1.16; number 12, N, carries 0.72; number 13, C, carries -0.30; number 14, C, carries 0.46; number 15, C, carries -0.80; number 16, C, carries -0.74; number 17, C, carries -0.41; number 18, C, carries -0.64; number 19, C, carries 0.76; number 20, O, carries -0.27; number 21, H, carries 0.61; number 22, H, carries 0.42; number 23, H, carries 0.36; number 24, H, carries 0.42; number 25, H, carries 0.50; number 26, H, carries 0.23; number 27, H, carries 0.37; number 28, H, carries 0.38; number 29, H, carries 0.38; number 30, H, carries 0.42; number 31, F, carries -0.35; number 32, C, carries 0.63; number 33, F, carries -0.35; number 34, C, carries 0.62; number 35, F, carries -0.22; number 36, F, carries -0.25; number 37, F, carries -0.30; number 38, N, carries 0.04; number 39, C, carries -0.61; number 40, C, carries 0.16; number 41, C, carries -0.38; number 42, C, carries -0.55; number 43, C, carries -0.50; number 44, C, carries -0.74; number 45, C, carries -0.14; number 46, C, carries 0.82; number 47, C, carries -0.22; number 48, C, carries -0.85; number 49, C, carries -0.38; number 50, C, carries -0.91; number 51, C, carries -0.28; number 52, H, carries 0.54; number 53, H, carries 0.39; number 54, H, carries 0.37; number 55, H, carries 0.37; number 56, H, carries 0.51; number 57, H, carries 0.45; number 58, H, carries 0.38; number 59, H, carries 0.37; number 60, H, carries 0.40; number 61, H, carries 0.39; number 62, C, carries -1.01; number 63, S, carries 0.95; number 64, C, carries -1.17; number 65, O, carries -0.52; number 66, H, carries 0.42; number 67, H, carries 0.16; number 68, H, carries 0.34; number 69, H, carries 0.39; number 70, H, carries 0.32; number 71, H, carries 0.34



Entry 3:
This record from the OMol25 dataset describes C31H26FSn as an isolated structure in a non-equilibrium geometry. The level of theory is the ωB97M-V functional and the def2-TZVPD basis.

## Properties
HOMO energy: -2.18 eV
orbital gap: 4.4 eV
total energy: -1510.99450 a.u.
total charge: -1

Element x y z (Å)
F1 4.066 5.441 3.320
C1 3.611 4.201 2.927
C2 4.550 3.204 2.701
C3 4.067 1.943 2.309
C4 2.708 1.720 2.143
C5 1.737 2.755 2.337
C6 0.372 2.422 2.098
C7 -0.806 3.160 2.429
C8 -2.058 2.464 2.335
C9 -3.269 3.106 2.540
C10 -3.305 4.461 2.911
C11 -2.098 5.154 3.078
C12 -0.880 4.526 2.845
C13 2.242 4.026 2.771
H1 5.613 3.404 2.814
H2 4.771 1.131 2.134
H3 2.350 0.727 1.858
H4 0.203 1.405 1.741
H5 -2.031 1.399 2.091
H6 -4.201 2.550 2.410
H7 -4.257 4.970 3.058
H8 -2.107 6.203 3.384
H9 0.021 5.115 2.979
H10 1.593 4.864 2.976
H11 0.050 0.648 -0.540
Sn1 -0.175 -0.864 -1.511
C14 1.190 -2.230 -0.486
C15 0.808 -3.504 -0.080
C16 1.714 -4.285 0.662
C17 2.978 -3.786 0.991
C18 3.346 -2.501 0.569
C19 2.449 -1.722 -0.178
C20 -2.150 -1.701 -1.054
C21 -2.724 -2.770 -1.737
C22 -4.025 -3.185 -1.391
C23 -4.730 -2.536 -0.373
C24 -4.131 -1.470 0.312
C25 -2.836 -1.054 -0.033
C26 0.060 -1.558 -3.613
C27 1.034 -2.491 -3.969
C28 1.219 -2.824 -5.323
C29 0.420 -2.239 -6.312
C30 -0.584 -1.339 -5.939
C31 -0.772 -1.008 -4.585
H12 -0.178 -3.908 -0.321
H13 1.419 -5.286 0.981
H14 3.676 -4.391 1.575
H15 4.330 -2.100 0.819
H16 2.745 -0.720 -0.503
H17 -2.193 -3.289 -2.539
H18 -4.482 -4.020 -1.927
H19 -5.741 -2.855 -0.109
H20 -4.669 -0.958 1.112
H21 -2.378 -0.214 0.499
H22 1.662 -2.969 -3.211
H23 1.994 -3.541 -5.599
H24 0.578 -2.483 -7.366
H25 -1.226 -0.888 -6.698
H26 -1.573 -0.314 -4.313

Charges per atom according to natural (NBO) partitioning, unit e: number 1, F, carries -0.36; number 2, C, carries 0.42; number 3, C, carries -0.42; number 4, C, carries -0.20; number 5, C, carries -0.29; number 6, C, carries 0.10; number 7, C, carries -0.51; number 8, C, carries 0.09; number 9, C, carries -0.27; number 10, C, carries -0.22; number 11, C, carries -0.33; number 12, C, carries -0.20; number 13, C, carries -0.31; number 14, C, carries -0.39; number 15, H, carries 0.20; number 16, H, carries 0.19; number 17, H, carries 0.19; number 18, H, carries 0.17; number 19, H, carries 0.18; number 20, H, carries 0.19; number 21, H, carries 0.19; number 22, H, carries 0.19; number 23, H, carries 0.19; number 24, H, carries 0.20; number 25, H, carries -0.11; number 26, Sn, carries 1.34; number 27, C, carries -0.41; number 28, C, carries -0.18; number 29, C, carries -0.23; number 30, C, carries -0.23; number 31, C, carries -0.21; number 32, C, carries -0.24; number 33, C, carries -0.40; number 34, C, carries -0.24; number 35, C, carries -0.22; number 36, C, carries -0.23; number 37, C, carries -0.21; number 38, C, carries -0.17; number 39, C, carries -0.36; number 40, C, carries -0.18; number 41, C, carries -0.23; number 42, C, carries -0.22; number 43, C, carries -0.21; number 44, C, carries -0.24; number 45, H, carries 0.21; number 46, H, carries 0.20; number 47, H, carries 0.21; number 48, H, carries 0.21; number 49, H, carries 0.22; number 50, H, carries 0.22; number 51, H, carries 0.20; number 52, H, carries 0.21; number 53, H, carries 0.21; number 54, H, carries 0.21; number 55, H, carries 0.22; number 56, H, carries 0.21; number 57, H, carries 0.21; number 58, H, carries 0.21; number 59, H, carries 0.21



Which value of total charge does entry 3 give? -1



Which of these has the lowest total energy? C31H26F5N3O4STi